[1]
31
Properties=species:S:1:pos:R:3:forces:R:3 method="wB97M-V/def2-TZVPD" multiplicity=1 gap_ev=8.494 relative_energy_kcal_mol=104.8 charge=+1 lumo_ev=-3.5 e_tot_ev=-24011.446
C -1.0381 0.6682 0.5377 3.9 -0.5 -0.9
C -2.3494 1.1822 0.7662 0.3 -1.6 1.0
C -5.4422 1.5546 0.0164 3.2 -1.5 -1.2
C 2.2290 -1.5821 -1.2379 0.6 3.7 -0.8
C -4.9477 0.9260 1.0878 -0.6 -0.1 -0.9
C 1.7401 -1.1956 -0.0557 0.0 -1.6 0.0
C 0.2331 0.4728 1.1738 -4.9 1.9 0.0
C -1.0161 0.4114 -0.9659 -1.2 1.4 -2.4
C 2.8788 -0.5682 -2.2328 1.1 -1.5 2.2
C 1.3362 -2.1884 1.0009 3.6 1.2 0.2
C 2.5745 0.7799 1.1419 1.8 1.4 1.5
N 1.4550 0.2870 0.3806 -0.1 -3.4 0.1
S -3.4381 -0.0332 1.1287 0.0 1.7 -0.2
H -6.2839 2.1114 0.0976 -2.7 1.5 0.6
H -5.0345 1.6262 -1.0457 0.0 -0.5 1.8
H 2.4138 -2.5862 -1.5750 -0.4 -0.5 0.7
H -5.5128 0.8940 2.0088 0.0 0.1 0.1
H 0.2469 0.9192 2.1959 1.0 -0.9 -0.9
H -2.0796 0.5371 -1.4552 2.0 -0.8 1.0
H -0.5313 -0.5434 -1.1840 -0.5 -0.1 -0.1
H -0.4558 1.1954 -1.5921 -0.4 -0.8 1.2
H 3.0221 0.4427 -1.8490 0.1 -0.1 0.1
H 3.8495 -1.0601 -2.4279 0.1 0.7 0.4
H 2.5207 -0.5085 -3.1995 -1.6 0.0 -1.9
H 0.3724 -2.3621 0.8180 -4.3 -0.6 0.3
H 1.5967 -1.7217 1.9560 -0.6 -0.6 0.2
H 1.8046 -3.1740 0.9230 0.5 0.5 -0.2
H 3.6064 0.5289 0.7289 -1.7 0.2 0.3
H 2.4339 1.9061 1.1808 0.4 -1.4 0.3
H 2.4104 0.3125 2.1403 0.8 0.7 -0.6
H 1.4053 0.7678 -0.4628 -0.4 1.3 -2.0

---

[2]
30
Properties=species:S:1:pos:R:3:forces:R:3 method="wB97M-V/def2-TZVPD" multiplicity=1 gap_ev=9.365 relative_energy_kcal_mol=9.7 smiles=Cc1ccc(O)cc1.CC(C)C lumo_ev=0.8 e_tot_ev=-13746.243
C 1.0918 -3.5512 0.4432 0.1 -0.3 0.7
C -0.0769 -2.7347 -0.0041 -0.3 1.0 -0.5
C -0.1135 -2.2457 -1.3115 0.6 -0.7 0.1
C -1.0461 -1.3395 -1.7755 0.3 0.4 0.6
C -1.9412 -0.7933 -0.8603 -0.6 -0.2 -0.5
O -2.8413 0.1879 -1.2093 0.0 0.0 0.2
C -1.9982 -1.3037 0.4191 0.5 -0.3 1.1
C -1.0748 -2.2566 0.8394 -0.1 -0.6 -0.3
H 1.4877 -3.1906 1.3977 -0.1 0.2 -0.1
H 1.9046 -3.4936 -0.2707 0.1 -0.1 -0.2
H 0.8725 -4.5987 0.6323 -0.2 -0.2 -0.2
H 0.6600 -2.6313 -1.9662 -0.1 0.2 -0.3
H -0.9560 -0.9490 -2.7766 -0.2 0.0 -0.2
H -3.0853 0.0902 -2.1331 0.1 0.1 -0.1
H -2.6644 -0.9464 1.1975 -0.3 0.2 -0.5
H -1.2097 -2.7441 1.7957 0.2 0.4 0.3
C 0.2078 3.5854 -0.0416 0.1 0.2 -0.2
C 0.6549 2.1333 0.1579 -0.1 0.1 -0.9
C 2.1701 1.9468 0.0562 -0.3 0.8 0.6
C 0.0499 1.4868 1.3946 0.3 0.2 -0.5
H -0.7745 3.6056 -0.5169 -0.2 0.1 0.4
H 0.8546 4.1053 -0.7468 0.2 -0.1 -0.1
H 0.2187 4.1942 0.8648 -0.2 -0.1 0.1
H 0.2432 1.6361 -0.7253 -0.1 -0.3 0.1
H 2.6158 2.1290 1.0368 0.2 -0.3 0.1
H 2.4367 0.9718 -0.3439 0.1 -0.1 0.2
H 2.5690 2.7361 -0.5735 0.2 -0.1 -0.4
H 0.1936 2.1415 2.2578 -0.1 -0.2 0.1
H -0.9999 1.2901 1.2015 -0.2 0.1 0.4
H 0.5509 0.5382 1.5607 -0.1 -0.2 0.2

---

[3]
30
Properties=species:S:1:pos:R:3:forces:R:3 method="wB97M-V/def2-TZVPD" multiplicity=1 gap_ev=9.221 relative_energy_kcal_mol=9.7 smiles=Cc1ccc(O)cc1.CC(C)C lumo_ev=0.8 e_tot_ev=-13746.246
C 0.2060 2.2381 -1.8204 0.7 0.4 0.4
C -0.7440 1.3179 -1.1291 -0.6 -0.6 0.1
C -1.5230 0.4346 -1.8776 0.8 -0.4 -0.3
C -2.3998 -0.4683 -1.3062 -0.4 0.2 -0.2
C -2.6287 -0.4192 0.0553 -0.2 0.6 0.4
O -3.6517 -1.1662 0.5604 0.0 -0.3 0.7
C -1.8732 0.4524 0.8378 -0.4 -0.8 0.1
C -0.9160 1.2488 0.2476 0.8 0.5 0.4
H 1.1373 1.7549 -2.1402 -0.3 -0.2 -0.2
H 0.5559 3.0404 -1.1698 -0.2 0.0 0.2
H -0.2739 2.7319 -2.6589 0.0 -0.1 -0.3
H -1.2875 0.3452 -2.9365 -0.4 0.2 0.0
H -2.9923 -1.1379 -1.9146 0.1 -0.1 0.0
H -3.7049 -1.0769 1.5317 0.2 0.0 -0.7
H -2.0307 0.4454 1.9152 0.2 0.1 -0.1
H -0.2273 1.7712 0.9135 -0.3 0.3 -0.2
C 3.4996 -1.9743 1.5406 -0.6 -0.8 -0.2
C 3.1355 -0.7253 0.7635 0.3 0.3 -0.8
C 2.0574 -0.9983 -0.3036 0.2 -0.6 1.4
C 2.7523 0.4363 1.7035 0.1 -1.0 0.3
H 4.1958 -1.7568 2.3410 0.2 0.0 0.2
H 3.8922 -2.7938 0.9281 0.3 0.3 -0.2
H 2.5935 -2.4246 1.9571 -0.1 0.2 0.4
H 4.0336 -0.4516 0.1998 0.0 0.3 0.1
H 1.2717 -1.5868 0.1836 -0.2 0.0 -0.2
H 1.5871 -0.0804 -0.6295 0.1 0.1 -0.5
H 2.4883 -1.6256 -1.0800 -0.2 0.2 -0.4
H 1.7102 0.7270 1.5711 0.2 0.4 -0.3
H 2.7847 0.0497 2.7217 0.1 0.2 0.2
H 3.4814 1.2420 1.6336 -0.4 0.3 0.0